(1)
Formula: C2H5N3O2
Source: OMol25
Level of theory: ωB97M-V/def2-TZVPD

Output
- orbital gap (eV) = 10.733
- lowest unoccupied orbital energy (eV) = 0.54
- SMILES string = NC(=O)NC(N)=O

Cartesian coordinates (Å):
O (1.2834, 1.5697, -0.5294)
O (-1.3597, 1.6043, 0.4609)
N (2.3643, -0.3657, 0.1513)
N (-2.2388, -0.4072, -0.2498)
N (-0.0409, -0.2266, 0.0679)
C (1.2021, 0.4509, -0.1518)
C (-1.2754, 0.4482, 0.1313)
H (-0.0549, -1.2482, -0.0533)
H (3.1648, 0.2259, 0.3826)
H (-3.1299, 0.0926, -0.2882)
H (2.2275, -0.9432, 0.9628)
H (-2.1425, -1.2006, -0.8843)



(2)
Formula: C43H56ClN3O4SiY
Source: OMol25
Level of theory: ωB97M-V/def2-TZVPD

Output
- orbital gap (eV) = 6.106
- charge = -1
- lowest unoccupied orbital energy (eV) = 1.70

Cartesian coordinates (Å):
Y (-0.9549, -0.4119, -1.1048)
Cl (-2.6919, 7.3021, -0.4400)
Si (-2.3870, -2.6432, 0.2359)
O (-0.8677, 3.0041, 1.4199)
O (-1.6020, 1.2660, 0.0844)
O (-1.7776, 1.7659, -3.9990)
O (-0.2983, 1.3051, -2.3901)
N (-6.8289, -2.2591, -5.7064)
N (1.1621, -0.7872, 0.6143)
N (2.0224, 0.1420, -1.7773)
C (-1.4684, 3.5113, -0.8281)
C (-2.4624, 5.5503, -2.4870)
C (-0.3289, 2.1052, 2.3562)
C (-2.1287, 4.3115, -3.0055)
C (-1.6200, 3.2946, -2.2047)
C (-4.8222, -0.5750, -3.3917)
C (2.2665, -0.0342, 0.5894)
C (-2.3014, -5.5259, 0.8992)
C (-3.7636, -0.8997, 1.9676)
C (2.5622, 0.6683, -0.6796)
C (-1.2334, 2.0111, -2.9308)
C (-2.4705, -0.9037, -2.7940)
C (-5.8884, -1.9392, -5.1226)
C (-3.7131, -0.2669, -2.6261)
C (4.5133, 3.6825, -2.0023)
C (3.6509, 2.4311, -1.9155)
C (2.2711, 0.7508, -2.9307)
C (3.3552, 1.8133, -0.7089)
C (2.8647, -0.0451, 5.2797)
C (-2.0275, -2.2292, 3.1400)
C (2.8429, -0.6204, 2.8619)
C (4.2737, -1.9382, 4.4150)
C (5.5032, 3.5582, -3.1688)
C (-1.8148, 4.7525, -0.3018)
C (3.0802, 1.8659, -3.0523)
C (3.1193, 0.0634, 1.6882)
C (-0.9158, 2.4348, 0.1002)
C (-1.5516, -4.4477, 0.1121)
C (0.9084, -1.4658, 1.7309)
C (4.8933, 0.4226, 3.9174)
C (-2.2927, 5.7507, -1.1294)
C (1.6990, -1.4169, 2.8601)
C (3.5948, 4.8926, -2.2261)
C (-0.0889, -4.4483, 0.5663)
C (-4.7307, -1.5558, -4.3825)
C (-4.1785, -3.2839, 2.5102)
C (3.7186, -0.5407, 4.1025)
C (-1.5690, -4.8292, -1.3725)
C (-3.1082, -2.2851, 2.0531)
C (-2.4090, -1.8460, -3.8305)
C (-3.5036, -2.1806, -4.6091)
C (-4.0468, -2.9890, -0.6970)
C (5.3174, 3.9049, -0.7152)
H (5.8969, 3.0164, -0.4558)
H (3.4821, 0.0615, 6.1741)
H (-1.4714, -2.3565, -4.0420)
H (3.4720, -2.6502, 4.6123)
H (-0.9505, 1.2107, 2.4544)
H (-3.0826, -0.1437, 1.5664)
H (5.5468, 0.1036, 3.1031)
H (0.4855, -3.6740, 0.0475)
H (4.9956, 3.5178, -4.1321)
H (-3.8292, 0.5005, -1.8615)
H (3.2195, 2.3081, -4.0294)
H (-4.7329, -2.1465, -0.5844)
H (-3.8806, -3.1084, -1.7688)
H (-5.7657, -0.0646, -3.2369)
H (0.1503, 2.2988, -0.1876)
H (-3.4237, -2.9289, -5.3896)
H (-2.8425, 6.3424, -3.1173)
H (3.6975, 2.2339, 0.2246)
H (6.1695, 4.4226, -3.1799)
H (-1.3933, -1.3481, 3.0129)
H (0.0141, -2.0704, 1.7164)
H (4.9169, -1.8917, 5.2963)
H (-1.0326, -5.7743, -1.5292)
H (6.1097, 2.6567, -3.0610)
H (5.4874, 0.4489, 4.8320)
H (0.3834, -5.4145, 0.3418)
H (-2.2549, 4.0942, -4.0579)
H (-4.6425, -0.9262, 1.3182)
H (-3.3712, -5.4972, 0.6838)
H (-4.5643, -3.8866, -0.3427)
H (4.1838, 5.8118, -2.2651)
H (3.0377, 4.7981, -3.1594)
H (-1.0868, -4.0607, -1.9861)
H (-4.6811, -2.9069, 3.4117)
H (-2.4903, -2.1576, 4.1328)
H (6.0117, 4.7341, -0.8586)
H (0.6871, 1.7944, 2.0679)
H (4.5434, 1.4369, 3.7148)
H (-2.5881, -4.9569, -1.7382)
H (-1.3958, -3.1251, 3.1329)
H (1.4112, -1.9978, 3.7262)
H (2.4235, 0.9263, 5.0484)
H (4.6668, 4.1609, 0.1225)
H (4.0056, 0.6730, 1.6068)
H (-0.2827, 2.6219, 3.3150)
H (2.8736, 4.9780, -1.4114)
H (-1.7047, 4.9243, 0.7584)
H (-4.0975, -0.5708, 2.9604)
H (1.7874, 0.3355, -3.8056)
H (-1.9298, -6.5270, 0.6385)
H (-4.9427, -3.4323, 1.7461)
H (-3.7492, -4.2563, 2.7566)
H (0.0012, -4.2860, 1.6449)
H (4.8631, -2.3129, 3.5761)
H (2.0565, -0.7400, 5.5071)
H (-2.1661, -5.3921, 1.9754)



(3)
Formula: C3H10NO3
Source: OMol25
Level of theory: ωB97M-V/def2-TZVPD

Output
- orbital gap (eV) = 7.668
- charge = -1
- lowest unoccupied orbital energy (eV) = 4.09

Cartesian coordinates (Å):
O (0.3785, 0.0364, 3.1697)
O (-1.2208, 0.0019, -1.7139)
O (1.2321, -0.6563, -1.6629)
N (-0.8191, 0.3513, 0.4867)
C (1.5617, -0.1452, -0.3465)
C (0.3885, 0.9122, -0.0130)
C (-1.5618, -0.4870, -0.5290)
H (0.2387, -0.6707, -1.7197)
H (1.3571, -0.9977, 0.3357)
H (-1.5443, 1.0770, 0.9127)
H (2.7393, 0.1323, -0.1678)
H (-1.2301, -1.6461, -0.3016)
H (0.0939, 1.4942, -0.9640)
H (0.4605, 0.8414, 2.7402)
H (-2.7230, -0.5713, -0.3561)
H (0.7389, 1.6994, 0.6739)
H (0.1546, -0.5535, 2.4273)



(4)
Formula: C3H6InO3
Source: OMol25
Level of theory: ωB97M-V/def2-TZVPD

Output
- orbital gap (eV) = 3.227
- charge = +3
- lowest unoccupied orbital energy (eV) = -20.75

Cartesian coordinates (Å):
In (1.0294, -3.7796, -2.3298)
O (0.3449, -1.2384, -1.1460)
O (-0.7071, 0.5006, -0.1473)
O (0.9510, -0.6746, 0.9881)
C (0.1934, -0.5024, -0.2203)
C (1.1129, 0.3249, 2.0366)
C (-1.4224, 0.8097, -1.3539)
H (1.6306, 1.2449, 1.7652)
H (-0.6581, 1.3340, -1.9275)
H (-2.2789, 1.4466, -1.1332)
H (-1.7940, -0.1007, -1.8241)
H (0.1076, 0.6580, 2.2942)
H (1.4907, -0.0230, 2.9980)



(5)
Formula: C30H24O5S
Source: OMol25
Level of theory: ωB97M-V/def2-TZVPD

Output
- orbital gap (eV) = 7.814
- lowest unoccupied orbital energy (eV) = 0.10
- SMILES string = COc1ccc(C2=C[C@@H]([C@H](C(=O)c3ccccc3)S(=O)(=O)c3ccccc3)c3ccccc3O2)cc1

Cartesian coordinates (Å):
S (-0.9420, 0.3057, 1.3465)
O (-0.3317, 0.5956, 4.7742)
O (-0.5246, 0.6689, 0.0118)
O (-0.9589, -1.0814, 1.7615)
O (4.0405, 1.4538, 3.4020)
O (8.3786, -1.2439, -0.0809)
C (-2.6523, 0.8311, 1.5720)
C (4.8841, 0.2043, 1.6573)
C (4.9385, -0.1572, 0.2888)
C (-3.4598, 1.1078, 0.4613)
C (7.2259, -0.4033, 1.8988)
C (1.3241, -0.8290, 3.8526)
C (9.5483, -1.4145, 0.7504)
C (1.2270, 3.7312, 3.9870)
C (2.5675, -2.7511, 3.0021)
C (1.7436, -1.6404, 2.7866)
C (0.1804, 1.2451, 2.5503)
C (2.9472, -3.1137, 4.2959)
C (1.9621, 2.6853, 3.3894)
C (2.5040, 0.9707, 1.6479)
C (-3.2116, 0.7621, 2.8473)
C (3.7358, 0.8854, 2.2084)
C (2.8769, 3.8919, 5.7663)
C (7.2719, -0.7240, 0.5136)
C (3.6224, 2.8912, 5.1701)
C (6.0358, 0.0269, 2.4549)
C (1.4644, 1.8909, 2.1721)
C (-4.8217, 1.3556, 0.6517)
C (6.1074, -0.6039, -0.2882)
C (0.3473, 0.3222, 3.7917)
C (-5.3817, 1.3039, 1.9262)
C (3.1630, 2.3395, 3.9805)
C (-4.5680, 1.0203, 3.0276)
C (2.5233, -2.3188, 5.3652)
C (1.7437, -1.1806, 5.1459)
C (1.6861, 4.3159, 5.1670)
H (6.1580, -0.8706, -1.3442)
H (-4.9882, 0.9796, 4.0315)
H (0.2944, 4.0510, 3.5204)
H (1.1104, 5.1186, 5.6207)
H (-2.5814, 0.5040, 3.6966)
H (-5.4516, 1.5766, -0.2103)
H (8.1093, -0.5100, 2.5368)
H (4.0315, -0.0167, -0.2952)
H (-3.0268, 1.1068, -0.5326)
H (1.3808, -1.4389, 1.7805)
H (3.2268, 4.3452, 6.6938)
H (-6.4494, 1.4635, 2.0672)
H (4.5543, 2.5119, 5.5814)
H (2.9057, -3.3450, 2.1453)
H (2.7982, -2.5820, 6.3840)
H (3.5685, -3.9995, 4.4669)
H (1.4071, -0.5734, 5.9863)
H (6.0339, 0.2673, 3.5168)
H (10.2810, -1.8589, 0.0807)
H (2.3089, 0.4326, 0.7223)
H (9.3482, -2.0765, 1.6058)
H (-0.5490, 2.0278, 2.8222)
H (1.2533, 2.6155, 1.3663)
H (9.9098, -0.4467, 1.1325)



(6)
Formula: C2H4ClNO
Source: OMol25
Level of theory: ωB97M-V/def2-TZVPD

Output
- orbital gap (eV) = 10.560
- lowest unoccupied orbital energy (eV) = 0.07

Cartesian coordinates (Å):
Cl (-1.3321, -1.0844, 1.6595)
O (0.6799, 1.5583, -0.7765)
N (0.0341, -0.7922, -1.2246)
C (0.2915, 0.4615, -0.5620)
C (-0.3626, 0.4108, 0.8218)
H (0.4113, 0.5503, 1.6153)
H (-0.0326, -1.6977, -0.6180)
H (1.2877, -0.9451, -1.8638)
H (-0.9772, 1.5385, 0.9482)



(7)
Formula: C29H52GeN9OPSi3Ti
Source: OMol25
Level of theory: ωB97M-V/def2-TZVPD

Output
- orbital gap (alpha / beta) (eV) = 6.625 / 6.527
- charge = +1
- lowest unoccupied orbital energy (alpha / beta) (eV) = -3.24 / -3.18
- ⟨S²⟩ = 0.805
- multiplicity = 2

Cartesian coordinates (Å):
Ge (1.8140, 2.4462, -0.4701)
Ti (0.3098, 0.2061, 0.3081)
P (-1.6176, -1.0429, 2.6889)
Si (4.2344, 2.1847, -0.5999)
Si (0.8090, 3.3354, -2.4460)
Si (1.8907, 4.4785, 0.8763)
O (0.9222, -0.6255, -1.6585)
N (-3.7426, -0.9726, 0.8506)
N (-1.8391, -0.3361, -0.0489)
N (0.5524, -1.0202, 5.3048)
N (1.9571, 0.1932, 1.6481)
N (0.1283, -3.2229, 2.7619)
N (-0.6202, 1.4337, 1.7911)
N (-1.6724, 1.5104, 3.7210)
N (4.2783, 1.6771, 5.2646)
N (0.4928, -1.8903, 1.0472)
C (5.2933, 3.5044, 0.2334)
C (-2.8417, -0.1467, -0.9634)
C (2.9328, -0.7901, -3.0900)
C (4.8505, 0.6090, 0.2427)
C (-2.4147, -0.8315, 1.0471)
C (-0.3657, -3.7684, 4.0282)
C (2.4266, 0.2906, 4.1419)
C (-1.0746, 0.6987, 2.8112)
C (0.8633, 2.2532, -3.9921)
C (1.4024, 5.0359, -2.9703)
C (2.2516, -1.1762, -1.8043)
C (-4.7245, -1.4698, 1.8134)
C (-2.1944, 1.1313, 5.0358)
C (1.4309, -0.4208, 4.8483)
C (-4.0245, -0.5438, -0.4182)
C (-0.0301, -1.1643, -2.5974)
C (-1.0336, 3.4724, -2.0224)
C (1.3269, -2.9642, 0.9464)
C (2.2244, 0.2949, 2.7710)
C (-1.5736, 2.7889, 3.2595)
C (-0.5187, -2.5463, -2.2290)
C (1.1084, -3.7963, 2.0044)
C (3.4468, 1.0517, 4.7700)
C (4.8720, 2.1973, -2.3802)
C (-0.9392, 2.7221, 2.0497)
C (3.0277, 5.7005, -0.0123)
C (-0.2086, -2.0572, 2.1654)
C (2.4995, 3.9921, 2.5901)
C (0.3942, 5.6068, 1.2114)
H (-4.4090, -2.4306, 2.2104)
H (5.9171, 0.5328, 0.0045)
H (4.3185, 2.8769, -3.0329)
H (2.4721, 5.0356, -3.1952)
H (4.8817, 1.2120, -2.8444)
H (1.7298, 3.3885, 3.0842)
H (4.9917, 3.8160, 1.2323)
H (2.1885, -2.2630, -1.7149)
H (1.5637, -4.7313, 2.2827)
H (2.7913, -0.7913, -0.9451)
H (2.9972, 0.2890, -3.1813)
H (-1.3554, -3.3716, 4.2314)
H (4.7662, 0.6758, 1.3288)
H (-1.9387, 3.6301, 3.8240)
H (3.7639, 6.1107, 0.6844)
H (1.8624, 1.9630, -4.3160)
H (1.2325, 5.7850, -2.1944)
H (0.8547, 6.5726, 1.4440)
H (3.9466, -1.1945, -3.0678)
H (0.2951, -3.4742, 4.8377)
H (-0.2126, 5.3427, 2.0768)
H (-4.8539, -0.7591, 2.6262)
H (-1.3703, 0.9079, 5.7069)
H (-5.0254, -0.5593, -0.8142)
H (0.4243, -1.1563, -3.5872)
H (-1.6186, 3.7317, -2.9104)
H (5.9091, 2.5461, -2.3490)
H (2.6718, 4.8740, 3.2148)
H (5.4158, 4.3942, -0.3821)
H (2.4449, -1.1980, -3.9748)
H (-0.2590, 5.7724, 0.3503)
H (-2.7866, 1.9589, 5.4148)
H (-0.9842, -2.5554, -1.2443)
H (-0.8425, -0.4446, -2.6291)
H (-0.6816, 3.5060, 1.3653)
H (6.2806, 3.0370, 0.3224)
H (-1.4288, 2.5272, -1.6317)
H (0.2644, 1.3471, -3.8754)
H (3.4166, 3.3997, 2.5887)
H (-2.6704, 0.2721, -1.9396)
H (0.2865, -3.2819, -2.2441)
H (3.5619, 5.2947, -0.8679)
H (-5.6716, -1.5965, 1.2981)
H (2.4192, 6.5325, -0.3755)
H (-2.8225, 0.2488, 4.9462)
H (-1.2244, 4.2388, -1.2661)
H (0.8717, 5.3549, -3.8718)
H (-1.2591, -2.8652, -2.9653)
H (0.4165, 2.8325, -4.8072)
H (4.3809, -0.3224, -0.0660)
H (2.0398, -3.0699, 0.1491)
H (-0.4201, -4.8498, 3.9371)



(8)
Formula: C36H44CaF12N7O2S
Source: OMol25
Level of theory: ωB97M-V/def2-TZVPD

Output
- orbital gap (eV) = 6.042
- charge = -1
- lowest unoccupied orbital energy (eV) = 2.28

Cartesian coordinates (Å):
Ca (-0.2569, -0.2954, -0.8841)
S (-1.7888, 2.0962, -2.4817)
F (4.7361, -1.2831, -2.7666)
F (2.9811, -2.4649, -3.1880)
F (-3.2514, -0.0354, 2.6868)
F (-0.3183, 2.8552, 2.9879)
F (3.6272, -2.2069, -1.1436)
F (-1.6965, 3.4691, 1.4400)
F (0.2570, 2.7321, 0.9135)
F (2.8302, -0.2686, -4.5273)
F (-2.7927, 1.9254, 3.4959)
F (1.2031, 0.8877, -3.7042)
F (3.2285, 1.5953, -3.5152)
F (-3.6379, 1.7296, 1.5177)
O (-1.5590, 0.6685, 0.4047)
O (1.3015, -0.8807, -1.9156)
N (1.2374, 0.1431, 0.6247)
N (0.2995, -3.1128, -0.6283)
N (-1.6664, -2.1329, -2.5176)
N (-2.2280, -2.3765, 1.0352)
N (-1.4004, 4.3873, -1.2967)
N (-3.8053, -0.9473, -0.8273)
N (0.5475, 3.2029, -1.8294)
C (-4.1066, -1.7986, -3.1267)
C (3.4848, -1.5602, -2.3254)
C (1.4395, -1.3222, 4.0107)
C (3.1221, 0.4824, -0.9435)
C (-0.7985, 3.2675, -1.8486)
C (2.7370, 4.0392, -1.3147)
C (-0.7608, 2.5233, 1.7533)
C (0.8934, -0.1821, 1.9170)
C (4.5298, 1.7351, 1.1284)
C (2.5100, -0.3383, -2.1059)
C (-2.6211, -1.7136, -3.5356)
C (-3.5478, -2.8771, 0.7129)
C (2.4527, 0.4837, -3.4604)
C (5.1422, 1.6015, -0.1129)
C (-0.0615, -1.2025, 6.0418)
C (0.5370, -3.9859, 0.5016)
C (-1.4939, 6.4672, -0.0417)
C (-0.3536, 0.1835, 2.4960)
C (-2.7452, 1.1789, 2.3637)
C (0.0546, -3.7543, -1.9143)
C (1.7509, -0.9725, 2.7155)
C (-1.3318, 1.0521, 1.6725)
C (0.2495, -0.9038, 4.5974)
C (2.5045, 0.5785, 0.3377)
C (-4.4857, -0.7203, -2.0911)
C (3.2534, 1.2627, 1.3322)
C (1.2528, 4.1835, -1.3140)
C (-0.7573, -4.3927, 1.2196)
C (6.5450, 2.0896, -0.3789)
C (-1.4532, -3.2203, 1.9343)
C (-0.6279, -0.1639, 3.8175)
C (0.6467, 5.3348, -0.7486)
C (-4.4660, -1.7795, 0.1590)
C (-1.3752, -3.5519, -2.4213)
C (4.4066, 0.9970, -1.1208)
C (-0.7119, 5.3898, -0.7165)
H (-2.4527, -2.3112, -4.4349)
H (0.7144, -3.3054, -2.6568)
H (0.2617, -4.8329, -1.8585)
H (-3.4006, -0.1073, -0.4230)
H (-3.4493, -3.6681, -0.0410)
H (0.6288, -1.9470, 6.4400)
H (-0.8722, 7.3417, 0.1314)
H (-4.3153, -2.7850, -2.6983)
H (1.2473, 6.1115, -0.2995)
H (4.8790, 0.9212, -2.0900)
H (1.0689, -2.4628, -0.7413)
H (0.0325, -0.3011, 6.6537)
H (-2.3631, 6.7505, -0.6367)
H (-4.8491, -1.1834, 0.9961)
H (7.1181, 1.3355, -0.9214)
H (3.2313, 4.9532, -0.9885)
H (-2.0759, -4.0824, -1.7583)
H (-1.5453, 0.1561, 4.2904)
H (1.0694, -4.9025, 0.1957)
H (-4.1859, 0.2567, -2.4779)
H (6.5422, 3.0004, -0.9854)
H (-4.0448, -3.3331, 1.5886)
H (-2.4053, 4.3417, -1.2188)
H (3.0162, 3.2153, -0.6521)
H (-2.4115, -0.6704, -3.7981)
H (7.0657, 2.3107, 0.5537)
H (-5.5791, -0.6995, -1.9623)
H (5.0525, 2.2254, 1.9444)
H (-0.6931, -2.5964, 2.4121)
H (-4.7384, -1.6755, -4.0127)
H (-5.3208, -2.2759, -0.3088)
H (2.1331, -1.9363, 4.5771)
H (-0.5131, -5.1663, 1.9541)
H (-1.4480, -4.0101, -3.4130)
H (-2.2802, -1.4308, 1.3919)
H (-2.0227, -1.8240, -1.6203)
H (2.7805, 1.4115, 2.2944)
H (-1.4512, -4.8270, 0.4934)
H (1.1718, -3.4609, 1.2207)
H (2.6870, -1.2975, 2.2769)
H (-1.0807, -1.5753, 6.1623)
H (-1.8495, 6.0945, 0.9211)
H (-2.0910, -3.6238, 2.7408)
H (3.0761, 3.7666, -2.3123)



Please write out number 3 again, unchanged.
Formula: C3H10NO3
Source: OMol25
Level of theory: ωB97M-V/def2-TZVPD

Output
- orbital gap (eV) = 7.668
- charge = -1
- lowest unoccupied orbital energy (eV) = 4.09

Cartesian coordinates (Å):
O (0.3785, 0.0364, 3.1697)
O (-1.2208, 0.0019, -1.7139)
O (1.2321, -0.6563, -1.6629)
N (-0.8191, 0.3513, 0.4867)
C (1.5617, -0.1452, -0.3465)
C (0.3885, 0.9122, -0.0130)
C (-1.5618, -0.4870, -0.5290)
H (0.2387, -0.6707, -1.7197)
H (1.3571, -0.9977, 0.3357)
H (-1.5443, 1.0770, 0.9127)
H (2.7393, 0.1323, -0.1678)
H (-1.2301, -1.6461, -0.3016)
H (0.0939, 1.4942, -0.9640)
H (0.4605, 0.8414, 2.7402)
H (-2.7230, -0.5713, -0.3561)
H (0.7389, 1.6994, 0.6739)
H (0.1546, -0.5535, 2.4273)